No. 1
DFT (ωB97M-V with the def2-TZVPD basis set) results for C4H10O2 as an isolated structure.

Each line ends with the natural charge from an NBO analysis.
Atoms and positions in Å:
1 O 1.562 0.467 0.148  -0.5457
2 O -1.117 -1.378 0.686  -0.9054
3 C 2.520 -0.427 -0.356  -0.2373
4 C -0.796 0.472 0.480  0.1075
5 C -2.132 0.910 -0.031  -0.6496
6 C 0.289 0.262 -0.408  -0.2725
7 H -2.942 0.605 0.634  0.2310
8 H 2.249 -1.472 -0.142  0.1619
9 H -0.563 0.698 1.519  0.2170
10 H 0.178 0.625 -1.435  0.1876
11 H 2.642 -0.324 -1.445  0.1640
12 H -2.134 2.004 -0.111  0.2296
13 H 3.472 -0.194 0.131  0.1877
14 H -0.653 -1.687 1.483  0.4707
15 H -2.318 0.497 -1.026  0.2255
16 H -0.256 -1.058 -0.126  0.4280

Output
E_HOMO (Ha): -0.2926
Total charge: 0
Calculated total energy (eV): -8401.3813
ΔE to the lowest compared entry with this formula, charge and spin (kcal/mol): 96.1
LUMO level (hartree): 0.0364

=====

No. 2
DFT (ωB97M-V with the def2-TZVPD basis set) results for C29H55As3CaClN6O4PS as an isolated structure at a distorted geometry.

Each line ends with the Mulliken charge.
Atoms and positions in Å:
1 As -0.360 2.733 -0.872  1.0383
2 As 2.365 1.098 -2.143  0.8071
3 As 3.872 5.981 -3.932  0.2926
4 Ca 0.586 -0.574 -0.287  1.1985
5 Cl -1.953 0.036 -0.025  -0.7771
6 S 0.252 -3.229 2.079  0.9219
7 P -1.692 -1.148 2.656  0.8053
8 O -0.019 -4.659 1.736  -0.8897
9 O 1.817 -1.719 -1.685  -0.6854
10 O -2.649 -2.235 1.843  -0.1371
11 O 3.585 -1.245 -0.387  -0.6507
12 N -4.149 -3.022 3.515  0.2417
13 N -2.831 -2.006 5.260  0.2303
14 N 3.522 1.129 2.591  0.1676
15 N 1.385 1.049 1.342  0.1449
16 N -4.214 -0.559 3.909  0.1666
17 N 0.973 -2.380 0.952  -0.5389
18 C 2.157 -2.205 3.803  -0.1723
19 C 3.512 4.957 -5.562  -1.0539
20 C 2.612 -1.948 -0.686  -0.1101
21 C 1.220 0.688 -3.697  -1.3161
22 C 2.760 3.014 -2.536  -1.2008
23 C 5.384 4.920 -3.274  -1.0203
24 C 1.540 -3.366 3.342  -0.4177
25 C 3.544 1.750 3.907  -0.8201
26 C -1.989 3.532 -1.604  -1.3658
27 C 4.350 -3.561 6.596  -1.4962
28 C 1.838 -4.585 3.922  -0.6687
29 C 2.755 -4.646 4.969  -0.7601
30 C 3.062 -2.276 4.849  -0.4947
31 C -3.668 -0.867 5.298  -0.7836
32 C -3.592 -3.171 4.849  -0.9836
33 C 2.135 -3.023 0.295  -0.0870
34 C 4.655 0.285 2.184  -0.6214
35 C 1.717 4.148 -2.525  3.1833
36 C 0.930 4.198 -1.203  -2.1688
37 C -0.754 3.332 0.955  -1.0330
38 C 2.386 1.067 1.926  -0.0279
39 C -3.115 0.016 3.050  -1.1221
40 C 0.729 4.010 -3.690  -1.6791
41 C 4.015 0.486 -2.979  -1.4876
42 C -4.902 -1.832 3.355  -0.8324
43 C -3.274 -3.358 2.400  -0.4173
44 C 3.370 -3.497 5.451  0.9132
45 C 2.451 5.506 -2.645  -2.1021
46 C -1.618 -1.793 4.443  -1.4589
47 H 3.972 -0.599 -3.048  0.3686
48 H 2.990 -5.603 5.422  0.3431
49 H -2.096 3.326 -2.668  0.3560
50 H 4.240 -4.491 7.152  0.3986
51 H -2.731 0.905 3.557  0.3393
52 H 4.478 2.300 4.024  0.3460
53 H 2.932 5.729 -1.685  0.5271
54 H 2.921 -3.252 1.020  0.3866
55 H 3.534 3.264 -1.801  0.6689
56 H -2.827 3.070 -1.082  0.3790
57 H 1.915 -1.262 3.323  0.2557
58 H 4.870 0.752 -2.359  0.3767
59 H -2.548 -4.106 2.727  0.3221
60 H 2.593 5.307 -6.031  0.3280
61 H -3.533 0.307 2.087  0.5856
62 H 1.701 6.289 -2.787  0.5004
63 H 0.140 3.261 1.571  0.2808
64 H 0.051 4.868 -3.708  0.4121
65 H 4.337 5.155 -6.247  0.3951
66 H 1.633 4.157 -0.364  0.3452
67 H -5.100 -1.645 2.302  0.4334
68 H 1.332 -0.377 -3.896  0.4941
69 H 3.447 3.881 -5.399  0.2088
70 H -4.525 -1.041 5.951  0.3738
71 H 5.438 5.000 -2.188  0.2834
72 H 5.522 0.915 1.983  0.3104
73 H 2.711 2.442 4.002  0.3150
74 H 4.123 0.921 -3.973  0.4532
75 H -1.109 4.364 0.942  0.4538
76 H -3.870 -3.776 1.591  0.2669
77 H 1.845 -3.937 -0.226  0.3770
78 H -2.950 -4.048 4.863  0.4381
79 H 0.393 5.151 -1.133  0.6275
80 H -1.041 -2.715 4.470  0.6102
81 H 4.892 -0.415 2.988  0.2931
82 H 5.318 3.868 -3.548  0.2233
83 H -1.521 2.679 1.373  0.1296
84 H 5.378 -3.510 6.231  0.2729
85 H -4.407 -3.315 5.563  0.2704
86 H 1.528 1.259 -4.573  0.3712
87 H 6.301 5.336 -3.690  0.4333
88 H 4.200 -2.730 7.286  0.3634
89 H 3.244 3.011 -3.512  -0.4145
90 H -2.004 4.610 -1.438  0.3962
91 H 1.352 -5.474 3.539  0.4996
92 H 4.389 -0.276 1.289  0.1525
93 H 0.126 3.109 -3.589  0.1184
94 H 0.172 0.890 -3.477  0.3149
95 H -4.953 0.137 3.995  0.3438
96 H -3.119 0.014 5.627  0.3813
97 H -1.013 -1.034 4.952  0.4602
98 H 1.246 3.963 -4.649  0.2954
99 H 3.540 -1.373 5.217  0.3070
100 H -5.839 -1.885 3.915  0.3387
101 H 3.475 0.999 4.699  0.1584

Output
E_HOMO (Ha): -0.2687
Total charge: 0
Calculated total energy (eV): -281697.7054
ΔE to the lowest compared entry with this formula, charge and spin (kcal/mol): 74.5
LUMO level (hartree): -0.0177

=====

No. 3
DFT (ωB97M-V with the def2-TZVPD basis set) results for C31H34F3LuNO2S2Sb2 as an isolated structure at a distorted geometry.

Each line ends with the Mulliken charge.
Atoms and positions in Å:
1 Lu -0.585 -0.031 0.979  1.0429
2 Sb -2.874 1.809 -0.258  0.8534
3 Sb 1.505 2.086 0.294  0.5575
4 S -0.430 -0.399 -1.549  -0.0846
5 S -2.327 -1.914 1.448  -0.4284
6 F -2.384 -5.013 0.802  -0.2288
7 F -1.283 -6.188 2.243  -0.2966
8 F -2.669 -4.670 2.893  -0.2084
9 O 3.091 -5.371 -4.064  -0.5417
10 O 4.210 -5.391 -2.162  -0.4536
11 N 0.292 -1.820 2.026  0.4447
12 C 0.336 -2.659 -2.769  -1.1074
13 C -0.774 -2.639 1.872  0.5525
14 C 2.782 -2.858 -1.443  -0.8236
15 C -0.608 -3.988 2.038  -0.2520
16 C 1.472 -2.238 2.387  -0.3348
17 C 0.444 1.609 3.883  -0.7518
18 C -1.087 2.539 -4.752  -0.6694
19 C 2.607 3.267 1.710  -1.3959
20 C -2.109 3.524 -1.260  -1.6101
21 C 0.907 2.766 -3.447  -0.2285
22 C 1.863 -1.908 -1.070  -0.4560
23 C 0.885 3.636 -1.071  -1.5023
24 C -4.446 2.791 0.930  -1.4462
25 C 3.279 1.593 -0.864  -1.4929
26 C 1.239 -3.629 -3.083  -0.7240
27 C -1.905 0.112 4.046  0.1011
28 C -1.220 3.249 -2.425  0.5040
29 C 0.658 -1.781 -1.729  0.3187
30 C 2.481 -3.736 -2.469  0.7966
31 C -1.890 1.340 3.332  -1.0046
32 C 0.193 3.182 -2.324  0.7329
33 C -3.875 0.928 -1.965  -1.1308
34 C -1.743 -4.972 1.997  0.4275
35 C 0.421 0.383 4.551  -0.1461
36 C -0.706 2.067 3.273  0.0768
37 C -0.739 -0.387 4.671  -0.8946
38 C 0.294 2.494 -4.669  -1.0699
39 C -1.802 2.932 -3.646  -0.6534
40 C 3.305 -4.889 -2.986  0.5226
41 C 0.643 -4.475 2.462  -0.2589
42 C 1.720 -3.586 2.625  -1.1403
43 H 1.838 3.869 2.313  0.3775
44 H 4.251 -4.866 -1.391  0.2740
45 H 3.756 2.589 -0.981  0.5545
46 H -0.710 -1.323 5.170  0.4894
47 H 2.709 -3.948 2.973  0.4439
48 H -4.854 1.390 -2.061  0.4236
49 H -1.532 2.354 -5.716  0.4672
50 H 1.328 2.174 3.837  0.5028
51 H -3.000 4.089 -1.614  0.6302
52 H 3.961 1.059 -0.213  0.4960
53 H 1.328 0.045 5.036  0.4699
54 H 2.177 -1.139 -0.321  0.1916
55 H 1.988 2.647 -3.307  0.3453
56 H 1.884 4.032 -1.277  0.6851
57 H 3.240 3.980 1.146  0.4486
58 H -2.845 -0.395 4.143  0.4054
59 H 2.250 -1.500 2.509  0.5137
60 H -5.021 3.421 0.286  0.4064
61 H 0.710 -5.523 2.618  0.6402
62 H 3.758 -2.899 -0.949  0.3471
63 H -0.759 3.064 2.854  0.4227
64 H 3.083 1.024 -1.761  0.3327
65 H -2.866 3.065 -3.746  0.5815
66 H 1.028 -4.286 -3.922  0.4466
67 H -1.697 4.198 -0.498  0.5076
68 H -4.010 3.395 1.727  0.4431
69 H 3.232 2.656 2.338  0.4380
70 H -0.545 -2.461 -3.334  0.5499
71 H -3.225 1.170 -2.766  0.3108
72 H 0.876 2.278 -5.520  0.4987
73 H -5.053 2.065 1.435  0.4441
74 H -3.976 -0.141 -1.767  0.3400
75 H 0.294 4.418 -0.573  0.5512
76 H -2.770 1.731 2.874  0.4252

Output
E_HOMO (Ha): -0.3863
Total charge: +1
Calculated total energy (eV): -114798.9047
ΔE to the lowest compared entry with this formula, charge and spin (kcal/mol): 6.7
LUMO level (hartree): -0.1237

=====

No. 4
DFT (ωB97M-V with the def2-TZVPD basis set) results for one molecule with the formula C3H8O2SSi at a distorted geometry.

Each line ends with the natural charge from an NBO analysis.
Atoms and positions in Å:
1 S 1.048 -1.255 -0.018  1.1467
2 Si -2.091 -0.290 0.489  0.8926
3 O 0.995 1.177 1.093  -0.5222
4 O 0.694 -1.576 -1.406  -0.9797
5 C 1.279 0.660 0.069  0.4341
6 C -0.513 -1.298 1.058  -1.0314
7 C 1.515 1.382 -1.247  -0.7752
8 H -3.098 -0.449 1.540  -0.1543
9 H -0.748 -2.440 1.261  0.2610
10 H -2.625 -0.968 -0.563  -0.1723
11 H 2.370 2.056 -1.121  0.2515
12 H 1.927 0.625 -2.002  0.2666
13 H 0.772 2.200 -1.422  0.2730
14 H -1.513 1.064 0.276  -0.1499
15 H -0.012 -0.887 1.992  0.2594

Output
E_HOMO (Ha): -0.3210
Total charge: 0
Calculated total energy (eV): -26045.9006
ΔE to the lowest compared entry with this formula, charge and spin (kcal/mol): 65.5
LUMO level (hartree): 0.0137